Below is C25H23F3N5ORhS as an isolated structure, with properties calculated with ωB97M-V/def2-TZVPD.

Last column: Löwdin charge in e.
Element x y z (Å)
1 Rh -1.7532 -0.4701 -0.2855  0.70
2 N -3.4941 2.4154 -2.8188  0.19
3 C -3.1680 1.4977 -1.8982  -0.49
4 O -1.9926 1.1335 -1.7629  -0.03
5 C -4.2295 0.9485 -1.0035  -0.17
6 C -3.7539 -0.3931 -0.4919  -0.33
7 H -2.7679 2.8056 -3.3961  0.12
8 H -4.4375 2.7400 -2.9207  0.11
9 H -5.1880 0.8996 -1.5349  0.12
10 H -4.3610 1.6577 -0.1821  0.11
11 H -3.8514 -1.1858 -1.2477  0.08
12 H -4.2948 -0.6819 0.4106  0.01
13 C 2.4920 -3.1134 3.2279  0.00
14 C 1.0220 -3.1137 3.0567  -0.33
15 N 0.1745 -3.7767 3.7821  0.12
16 N -1.0376 -3.4569 3.2447  0.02
17 C -0.9686 -2.6049 2.2137  -0.65
18 S -2.2908 -2.0617 1.2980  0.75
19 N 0.3685 -2.3812 2.0917  -0.07
20 N 0.9011 -1.4738 1.1974  0.12
21 H 2.7447 -3.7665 4.0585  0.09
22 H 2.8655 -2.1112 3.4427  0.09
23 H 2.9858 -3.4704 2.3235  0.09
24 H -1.8825 -3.8520 3.6212  0.15
25 H 1.6989 -0.9985 1.5974  0.11
26 H 1.0868 -1.8793 0.2802  0.06
27 C -3.4999 3.4298 3.5352  -0.09
28 C -4.0619 2.2462 3.0114  -0.08
29 C -3.3488 1.4615 2.1518  -0.07
30 C -2.0332 1.8050 1.7461  -0.15
31 C -1.2424 1.0146 0.8366  -0.23
32 C 0.0393 1.4193 0.5396  -0.13
33 C 0.5873 2.5928 1.1056  -0.09
34 C -0.1433 3.3595 1.9595  -0.06
35 C -1.4644 2.9856 2.2992  -0.17
36 C -2.2313 3.7824 3.1898  -0.05
37 H -4.0723 4.0446 4.2178  0.10
38 H -5.0627 1.9528 3.3036  0.10
39 H -3.7696 0.5466 1.7749  0.06
40 H 0.6273 0.8434 -0.1639  0.07
41 H 1.5939 2.8877 0.8338  0.10
42 H 0.2721 4.2625 2.3907  0.11
43 H -1.7780 4.6775 3.6001  0.11
44 F 6.8330 -2.0095 -4.5733  0.13
45 C 6.2193 -0.8317 -4.3787  -0.59
46 F 7.0128 -0.1052 -3.5632  0.13
47 F 6.2098 -0.1898 -5.5640  0.13
48 C 4.8371 -0.9845 -3.8156  -0.14
49 C 4.0642 0.1586 -3.6338  -0.02
50 C 2.7955 0.0556 -3.1002  -0.02
51 C 2.2749 -1.1913 -2.7287  -0.26
52 C 3.0587 -2.3292 -2.9325  -0.03
53 C 4.3299 -2.2283 -3.4743  -0.01
54 C 0.9804 -1.2795 -2.1173  -0.20
55 C -0.1189 -1.3328 -1.5754  -0.10
56 H 4.4583 1.1264 -3.9160  0.12
57 H 2.1838 0.9369 -2.9629  0.12
58 H 2.6553 -3.2974 -2.6683  0.11
59 H 4.9253 -3.1169 -3.6316  0.12

## Properties
strongest force on any atom: 1.79 eV/A
energy: -2123.73079 hartree
M: 601.5 g mol⁻¹
energy relative to the best compared isomer or geometry (same formula, charge and spin): 49.8 kcal per mole
gap between HOMO and LUMO: 7.68 eV
multiplicity: 1
LUMO energy: 0.0144 Ha
highest occupied orbital energy: -7.3 eV